# 1
{"formula": "C27H25AsF6MnN2O2", "method": "the ωB97M-V functional and the def2-TZVPD basis", "homo_ev": [-4.2879, -4.2619], "charge": -1, "orbital_gap_ev": [6.52, 6.50], "symbols": ["Mn", "C", "O", "C", "C", "C", "C", "C", "C", "N", "N", "C", "C", "O", "C", "C", "C", "C", "C", "C", "C", "C", "H", "H", "H", "H", "H", "H", "H", "H", "H", "H", "H", "H", "H", "C", "C", "C", "C", "C", "C", "C", "C", "C", "C", "H", "H", "H", "H", "H", "H", "H", "H", "H", "H", "H", "H", "F", "As", "F", "F", "F", "F", "F"], "positions_angstrom": [[1.1048, -0.7531, -0.4644], [0.8899, -3.6754, -1.5382], [0.2047, -2.5114, -1.0644], [-1.1022, -2.3285, -1.4374], [-1.9521, -3.3648, -1.7741], [-3.2661, -3.0742, -2.1142], [-3.7179, -1.7629, -2.1182], [-2.8550, -0.7280, -1.7895], [-1.5402, -1.0050, -1.4476], [-0.5520, -0.0242, -1.1241], [-0.9490, 1.1590, -1.2679], [-0.0727, 2.1935, -1.0748], [1.3240, 2.0516, -0.8913], [1.9526, 0.9517, -0.7270], [2.1212, 3.2531, -0.8825], [1.5736, 4.4812, -0.9811], [0.1603, 4.6570, -1.1143], [-0.4123, 5.9399, -1.1956], [-1.7674, 6.1020, -1.3302], [-2.5883, 4.9649, -1.3889], [-2.0524, 3.7044, -1.3111], [-0.6599, 3.5110, -1.1713], [0.5174, -4.5602, -1.0197], [1.9383, -3.5228, -1.3058], [0.7692, -3.7625, -2.6163], [-1.5997, -4.3859, -1.7885], [-3.9325, -3.8831, -2.3850], [-4.7419, -1.5414, -2.3897], [-3.1737, 0.3037, -1.8087], [3.1894, 3.1096, -0.7817], [2.2023, 5.3651, -0.9585], [0.2429, 6.8031, -1.1504], [-2.2000, 7.0927, -1.3918], [-3.6601, 5.0823, -1.4972], [-2.6921, 2.8351, -1.3559], [1.4094, 0.9243, 2.9862], [0.5644, -0.2923, 2.5593], [-0.8784, 0.1793, 2.3633], [1.0730, -0.7674, 1.2244], [0.6844, -1.4019, 3.6027], [1.9433, -1.9037, 3.9440], [2.0891, -2.9146, 4.8788], [0.9721, -3.4576, 5.5025], [-0.2828, -2.9750, 5.1737], [-0.4236, -1.9591, 4.2340], [1.3315, 1.7006, 2.2230], [2.4635, 0.6662, 3.0915], [1.0542, 1.3249, 3.9398], [-0.8896, 0.9779, 1.6205], [-1.3047, 0.5667, 3.2930], [-1.5107, -0.6266, 1.9861], [2.1377, -1.1964, 1.2364], [2.8240, -1.4997, 3.4608], [3.0787, -3.2834, 5.1203], [1.0821, -4.2493, 6.2332], [-1.1651, -3.3898, 5.6466], [-1.4160, -1.6052, 3.9924], [2.0743, -1.1944, -2.5196], [1.7837, -1.0547, -4.2685], [3.3705, -0.4052, -4.4559], [1.1314, 0.5206, -3.9985], [2.4108, -2.6691, -4.4329], [0.2019, -1.7435, -4.0147], [1.4879, -0.9495, -5.9653]], "forces_ev_per_angstrom": [[-0.2, 0.3, -0.3], [0.0, 0.0, 0.0], [0.1, 0.1, 0.0], [0.0, 0.0, 0.0], [0.0, 0.0, 0.0], [0.0, 0.0, 0.0], [0.0, 0.0, 0.0], [0.1, 0.0, 0.0], [0.1, 0.0, 0.0], [0.0, -0.5, 0.1], [0.0, 0.2, 0.0], [0.0, 0.0, 0.0], [0.0, 0.0, 0.0], [0.1, -0.1, 0.0], [0.0, 0.1, 0.0], [0.0, 0.0, 0.0], [0.0, 0.0, 0.0], [0.0, 0.0, 0.0], [0.0, 0.0, 0.0], [0.0, 0.0, 0.0], [0.0, 0.0, 0.0], [0.0, 0.0, 0.0], [0.0, 0.0, 0.0], [0.0, 0.0, 0.0], [0.0, 0.0, 0.0], [0.0, 0.0, 0.0], [0.0, 0.0, 0.0], [0.0, 0.0, 0.0], [0.0, 0.0, 0.0], [0.0, 0.0, 0.0], [0.0, 0.0, 0.0], [0.0, 0.0, 0.0], [0.0, 0.0, 0.0], [0.0, 0.0, 0.0], [0.0, 0.0, 0.0], [0.0, 0.0, 0.0], [-0.1, 0.0, 0.0], [0.0, 0.0, 0.0], [0.2, -0.1, -0.1], [0.0, 0.0, 0.0], [0.0, 0.0, 0.0], [0.0, 0.0, 0.0], [0.0, 0.0, 0.0], [0.0, 0.0, 0.0], [0.0, 0.0, 0.0], [0.0, 0.0, 0.0], [0.0, 0.0, 0.0], [0.0, 0.0, 0.0], [0.0, 0.0, 0.0], [0.0, 0.0, 0.0], [0.0, 0.0, 0.0], [-0.1, 0.1, 0.2], [0.0, 0.0, 0.0], [0.0, 0.0, 0.0], [0.0, 0.0, 0.0], [0.0, 0.0, 0.0], [0.0, 0.0, 0.0], [0.0, 0.0, 0.1], [-0.1, 0.0, 0.0], [0.0, 0.0, 0.0], [0.0, 0.0, 0.0], [0.0, 0.0, 0.0], [0.0, 0.0, 0.1], [0.0, 0.0, 0.0]], "mulliken_charge": [0.38, -1.23, 0.14, 0.69, -0.65, -0.69, -0.78, -0.82, 0.22, 1.63, -0.77, -0.15, 0.79, -0.74, -0.87, -1.03, 1.03, -0.89, -0.52, -0.74, -0.36, 0.68, 0.34, 0.32, 0.43, 0.39, 0.38, 0.39, 0.39, 0.47, 0.32, 0.36, 0.37, 0.38, 0.36, -1.73, 3.25, -2.07, -0.62, -0.26, -0.06, -0.95, -0.33, -0.82, -0.26, 0.32, 0.33, 0.46, 0.23, 0.55, 0.39, -0.19, 0.28, 0.35, 0.38, 0.37, 0.35, -0.71, 2.01, -0.51, -0.48, -0.52, -0.48, -0.51]}



# 2
{"formula": "C8H20", "method": "the ωB97M-V functional and the def2-TZVPD basis", "homo_ev": -10.7607, "orbital_gap_ev": 11.86, "smiles": "CCCC.CCCC", "relative_energy_kcal_mol": 17.9, "symbols": ["C", "C", "C", "C", "H", "H", "H", "H", "H", "H", "H", "H", "H", "H", "C", "C", "C", "C", "H", "H", "H", "H", "H", "H", "H", "H", "H", "H"], "positions_angstrom": [[12.0019, -2.6426, 3.9349], [14.5135, -0.9665, 4.2750], [12.8696, -2.1421, 2.8085], [13.7303, -0.9417, 3.0477], [11.5827, -1.8607, 4.5903], [12.6411, -3.3053, 4.5422], [11.1706, -3.2379, 3.5213], [14.9687, 0.0294, 4.4075], [15.3186, -1.7198, 4.2422], [13.8695, -1.1776, 5.1452], [13.3622, -3.0563, 2.4251], [12.1428, -1.8057, 2.0443], [14.3985, -0.9148, 2.1655], [13.0545, -0.0672, 2.9848], [7.3352, 2.0643, 3.8002], [10.4121, 0.6958, 3.4077], [8.1002, 1.4443, 2.6081], [9.6004, 1.7772, 2.6095], [7.6806, 3.1060, 3.9109], [7.5040, 1.5345, 4.7528], [6.2526, 2.0732, 3.5895], [11.4903, 0.8565, 3.2401], [10.1341, -0.2872, 2.9917], [10.2228, 0.6843, 4.4943], [7.9975, 0.3421, 2.6151], [7.7824, 1.8056, 1.6111], [10.0439, 1.7644, 1.5953], [9.8628, 2.7444, 3.0795]], "forces_ev_per_angstrom": [[0.1, -0.5, 1.0], [1.1, 0.4, 1.7], [-1.8, -0.6, -1.2], [-0.4, 0.0, -2.1], [0.1, -0.2, -0.3], [-0.6, 0.1, 0.2], [0.3, 0.2, 0.3], [0.1, -0.4, 0.3], [-0.3, 0.2, 0.1], [0.4, 0.1, -0.2], [0.3, 0.7, -0.1], [0.5, -0.4, -0.2], [-0.2, 0.5, 0.3], [0.7, -0.3, 0.2], [0.0, 0.2, -0.6], [-0.1, 0.3, -0.6], [0.5, 0.2, -0.3], [1.3, -1.0, 1.1], [-0.3, -0.3, 0.1], [0.0, 0.1, -0.5], [0.4, 0.0, 0.2], [-0.5, -0.1, 0.2], [0.3, 0.2, 0.3], [-0.1, 0.1, -0.4], [-0.1, 0.5, -0.1], [-0.7, -0.1, 0.7], [-0.5, 0.1, 0.3], [-0.5, -0.2, -0.4]], "mulliken_charge": [-1.28, -1.25, -0.39, 0.22, 0.25, 0.42, 0.32, 0.36, 0.30, 0.30, 0.39, 0.26, 0.25, -0.13, -1.10, -0.88, -0.37, -0.56, 0.30, 0.28, 0.33, 0.15, 0.30, 0.30, 0.27, 0.30, 0.34, 0.33]}



# 3
{"formula": "C49H55GeN2OP2PdSi2", "method": "the ωB97M-V functional and the def2-TZVPD basis", "spin_multiplicity": 2, "homo_ev": [-13.6518, -13.7556], "charge": 2, "orbital_gap_ev": [7.49, 6.86], "relative_energy_kcal_mol": 6.6, "symbols": ["Pd", "C", "Si", "C", "C", "N", "P", "C", "P", "N", "Si", "C", "C", "C", "C", "C", "C", "C", "C", "C", "C", "C", "C", "C", "C", "C", "C", "C", "C", "C", "C", "C", "C", "C", "C", "C", "C", "C", "H", "H", "H", "H", "H", "H", "H", "H", "H", "H", "H", "H", "H", "H", "H", "H", "H", "H", "H", "H", "H", "H", "H", "H", "H", "H", "H", "H", "H", "H", "H", "H", "H", "H", "H", "H", "H", "H", "C", "C", "C", "C", "C", "C", "Ge", "C", "C", "C", "C", "C", "C", "C", "C", "C", "C", "C", "C", "H", "H", "H", "H", "H", "H", "H", "H", "H", "H", "H", "H", "H", "H", "H", "O", "H", "H"], "positions_angstrom": [[-0.5511, -0.0493, -0.8114], [1.4878, -4.0863, -2.8102], [1.0598, -2.2782, -3.0688], [2.5211, -1.5134, -3.9579], [-0.5577, -2.1494, -3.9854], [0.8883, -1.4563, -1.5028], [1.0887, -2.1171, -0.0379], [0.0452, -0.9408, 0.7446], [-1.0397, -0.1975, 1.8990], [-1.8280, 0.6476, 0.7546], [-3.1373, 1.7811, 1.1693], [-4.4211, 0.8377, 2.1614], [-2.5164, 3.1592, 2.2707], [-3.9567, 2.3282, -0.4206], [-1.9805, -1.4588, 2.7381], [-1.7502, -1.8587, 4.0541], [-2.4985, -2.8897, 4.6006], [-3.4666, -3.5282, 3.8376], [-3.6834, -3.1480, 2.5182], [-2.9453, -2.1158, 1.9682], [-0.0931, 0.7911, 3.0519], [-0.6060, 1.2150, 4.2770], [0.1125, 2.1071, 5.0577], [1.3397, 2.5870, 4.6186], [1.8502, 2.1804, 3.3912], [1.1337, 1.2917, 2.6068], [2.7392, -2.0486, 0.6523], [3.8363, -2.2720, -0.1763], [5.1121, -2.3097, 0.3659], [5.2917, -2.1044, 1.7280], [4.1985, -1.8697, 2.5529], [2.9195, -1.8507, 2.0187], [0.4738, -3.7716, 0.2217], [1.2898, -4.7931, 0.7028], [0.7774, -6.0752, 0.8359], [-0.5419, -6.3342, 0.4927], [-1.3601, -5.3145, 0.0163], [-0.8537, -4.0358, -0.1243], [1.8113, -4.4733, -3.7823], [0.6447, -4.6951, -2.4777], [2.3188, -4.2520, -2.1186], [2.5318, -1.7729, -5.0195], [3.4507, -1.8920, -3.5237], [2.5470, -0.4290, -3.8777], [-0.4044, -2.2021, -5.0662], [-1.0807, -1.2154, -3.7783], [-1.2127, -2.9778, -3.7025], [-4.0594, 0.5159, 3.1416], [-4.8083, -0.0417, 1.6425], [-5.2660, 1.5105, 2.3433], [-2.6933, 2.8886, 3.3152], [-3.0458, 4.0960, 2.0833], [-1.4515, 3.3536, 2.1597], [-4.8666, 1.7466, -0.5993], [-3.3046, 2.2214, -1.2821], [-4.2525, 3.3780, -0.3817], [-0.9749, -1.3946, 4.6478], [-2.3234, -3.1954, 5.6233], [-4.0531, -4.3276, 4.2712], [-4.4318, -3.6535, 1.9222], [-3.1223, -1.8075, 0.9436], [-1.5757, 0.8767, 4.6206], [-0.2898, 2.4311, 6.0082], [1.8975, 3.2817, 5.2332], [2.8060, 2.5504, 3.0419], [1.5438, 0.9863, 1.6498], [3.6976, -2.4183, -1.2423], [5.9649, -2.4981, -0.2732], [6.2884, -2.1297, 2.1490], [4.3413, -1.7108, 3.6135], [2.0680, -1.6832, 2.6706], [2.3204, -4.5950, 0.9698], [1.4104, -6.8711, 1.2045], [-0.9372, -7.3367, 0.5933], [-2.3881, -5.5232, -0.2501], [-1.4849, -3.2438, -0.5155], [4.9133, 2.5865, -0.4410], [4.1196, 3.7170, -0.5750], [2.7633, 3.5825, -0.8282], [2.1881, 2.3122, -0.9616], [3.0016, 1.1858, -0.8579], [4.3535, 1.3231, -0.5863], [0.3069, 2.2690, -1.3698], [-0.2973, 1.5675, -3.0676], [0.7270, 1.4249, -4.0131], [0.4219, 1.1956, -5.3447], [-0.9049, 1.0795, -5.7407], [-1.9281, 1.2072, -4.8097], [-1.6282, 1.4613, -3.4813], [-0.5686, 3.8882, -0.8274], [-1.4900, 4.4968, -1.6825], [-1.9867, 5.7584, -1.3962], [-1.5670, 6.4247, -0.2517], [-0.6471, 5.8315, 0.6050], [-0.1499, 4.5727, 0.3159], [5.9707, 2.6904, -0.2353], [4.5556, 4.7032, -0.4860], [2.1620, 4.4767, -0.9333], [2.5813, 0.2008, -1.0057], [4.9721, 0.4406, -0.4943], [1.7645, 1.5203, -3.7133], [1.2173, 1.1134, -6.0738], [-1.1421, 0.8982, -6.7810], [-2.9602, 1.1230, -5.1252], [-2.4348, 1.5862, -2.7780], [-1.8095, 3.9999, -2.5922], [-2.6919, 6.2258, -2.0704], [-1.9521, 7.4119, -0.0313], [-0.3186, 6.3513, 1.4953], [0.5715, 4.1217, 0.9874], [-3.0050, -0.9211, -1.6196], [-3.6820, -0.3806, -1.1959], [-3.4196, -1.3024, -2.4024]], "forces_ev_per_angstrom": [[-0.4, 0.0, -0.7], [0.0, 0.0, -0.1], [0.2, -0.1, 0.1], [-0.1, 0.0, 0.1], [0.0, 0.0, -0.1], [-0.1, -0.4, 0.1], [0.0, 0.3, 0.0], [0.5, -0.1, 0.5], [0.1, 0.0, -0.3], [0.0, 0.1, 0.2], [-0.1, -0.3, 0.1], [0.0, 0.1, 0.0], [0.0, 0.0, 0.0], [0.0, 0.1, 0.0], [-0.1, 0.1, 0.0], [0.1, -0.1, 0.0], [0.0, 0.0, 0.0], [0.0, 0.0, 0.0], [0.0, 0.0, 0.0], [0.0, 0.0, 0.0], [0.0, 0.0, -0.1], [-0.1, 0.0, 0.0], [0.0, 0.0, 0.0], [0.0, 0.0, 0.0], [0.0, 0.0, 0.0], [0.1, 0.0, 0.0], [0.0, 0.0, -0.1], [0.0, 0.0, -0.1], [0.0, 0.0, 0.0], [0.0, 0.0, 0.0], [0.0, 0.0, 0.0], [0.0, 0.0, 0.1], [0.0, 0.0, -0.1], [0.0, 0.0, 0.1], [0.0, 0.0, 0.0], [0.0, 0.0, 0.0], [0.0, 0.0, 0.0], [-0.1, 0.0, 0.0], [0.0, 0.0, 0.0], [0.0, 0.0, 0.0], [0.0, 0.0, 0.0], [0.0, 0.0, 0.0], [0.0, 0.0, 0.0], [0.0, 0.0, 0.0], [0.0, -0.1, 0.0], [0.0, 0.1, 0.0], [0.0, 0.0, 0.0], [0.0, 0.0, 0.0], [0.0, 0.0, 0.0], [0.0, 0.0, 0.0], [0.0, 0.0, 0.0], [0.0, 0.0, 0.0], [0.0, 0.0, 0.0], [0.0, 0.0, 0.0], [0.0, 0.0, 0.0], [0.0, 0.0, 0.0], [0.0, 0.1, 0.0], [0.0, 0.0, 0.0], [0.0, 0.0, 0.0], [0.0, 0.0, 0.0], [0.0, 0.0, 0.0], [0.0, -0.1, 0.0], [0.0, 0.0, 0.0], [0.0, 0.0, 0.0], [0.0, 0.0, 0.0], [0.0, 0.0, 0.0], [0.0, 0.0, 0.0], [0.0, 0.0, 0.0], [0.0, 0.0, 0.0], [0.0, 0.0, 0.0], [0.0, 0.0, 0.0], [0.0, 0.0, 0.0], [0.0, 0.0, 0.0], [0.0, 0.0, 0.0], [0.0, 0.0, 0.0], [0.0, 0.0, 0.0], [0.0, 0.0, 0.0], [0.0, 0.0, 0.0], [-0.1, 0.1, 0.0], [0.0, 0.2, -0.1], [0.0, -0.1, 0.0], [0.0, 0.0, 0.0], [0.1, 0.4, 0.2], [0.1, -0.1, 0.1], [0.0, -0.1, -0.1], [0.0, 0.0, 0.0], [0.0, 0.0, 0.0], [0.0, 0.0, -0.1], [0.0, 0.0, 0.0], [0.0, -0.1, 0.0], [-0.1, -0.1, -0.1], [0.0, 0.0, 0.1], [0.0, 0.0, 0.0], [0.0, 0.0, 0.0], [0.0, 0.0, 0.1], [0.0, 0.0, 0.0], [0.0, 0.0, 0.0], [0.0, 0.0, 0.0], [0.0, 0.0, 0.0], [0.0, 0.0, 0.0], [0.0, 0.0, 0.0], [0.0, 0.0, 0.0], [0.0, 0.0, 0.0], [0.0, 0.0, 0.0], [0.0, 0.0, 0.0], [0.0, 0.0, 0.0], [0.0, 0.0, 0.0], [0.0, 0.0, 0.0], [0.0, 0.0, 0.0], [0.0, 0.0, 0.0], [0.1, -0.1, 0.0], [0.0, 0.0, 0.0], [0.0, 0.0, 0.0]], "mulliken_spin": [0.19, 0.00, 0.00, 0.00, 0.00, 0.03, -0.01, 0.51, 0.14, 0.02, 0.00, 0.00, 0.00, 0.00, 0.03, 0.01, 0.00, 0.01, -0.01, 0.00, -0.06, 0.01, 0.00, 0.00, 0.00, 0.07, 0.05, 0.01, 0.00, 0.00, 0.00, -0.01, 0.03, 0.00, 0.00, 0.00, 0.00, 0.02, 0.00, 0.00, 0.00, 0.00, 0.00, 0.00, 0.00, 0.00, 0.00, 0.00, 0.00, 0.00, 0.00, 0.00, 0.00, 0.00, 0.00, 0.00, 0.00, 0.00, 0.00, 0.00, -0.01, 0.00, 0.00, 0.00, 0.00, -0.04, 0.00, 0.00, 0.00, 0.00, -0.01, 0.00, 0.00, 0.00, 0.00, -0.02, 0.00, 0.00, 0.00, 0.01, -0.01, 0.00, 0.01, 0.02, -0.01, 0.00, 0.00, 0.00, -0.01, 0.00, 0.00, 0.00, 0.00, 0.00, 0.00, 0.00, 0.00, 0.00, 0.02, 0.00, 0.00, 0.00, 0.00, 0.00, 0.00, 0.00, 0.00, 0.00, 0.00, 0.00, 0.00, 0.00, 0.00]}